1.
C2H11NO4 | ωB97M-V with the def2-TZVPD basis set

Energy above the lowest of the compared OMol25 structures with the same formula, charge and spin = 57.8 kcal per mole
Kohn-Sham gap = 10.364 eV
E_tot = -11931.2516 eV
Structure (SMILES) = NCC=O.O.O.O

The geometry in ORCA input format:
```
! wB97M-V def2-TZVPD RIJCOSX def2/J DEFGRID3
* xyz 0 1
O 1.84128 -0.09921 -1.67560
C 0.86510 -0.03914 -0.99137
C 0.39262 1.16378 -0.20352
N -0.05880 0.89262 1.15842
H 0.28564 -0.87925 -0.54355
H 1.05882 2.03826 -0.28536
H -0.47388 1.63579 -0.68343
H 0.39028 0.04054 1.51122
H 0.28515 1.49476 1.90088
H 3.70970 -0.54139 0.67744
H 2.26613 -0.91993 0.80522
O 3.06950 -0.84143 1.32712
H -2.84556 -0.76891 -0.58628
H -3.46933 -1.51935 -1.74387
O -2.62901 -1.20605 -1.43534
H -3.47292 0.35220 1.72176
H -2.04821 0.48888 1.80478
O -2.71468 0.33189 1.09419
*
```

=====

2.
C20H55BIO11 | ωB97M-V with the def2-TZVPD basis set

Kohn-Sham gap = 3.378 eV
E_tot = -52931.0441 eV

The geometry in ORCA input format:
```
! wB97M-V def2-TZVPD RIJCOSX def2/J DEFGRID3
* xyz -1 1
O -6.55929 -0.89539 -5.61677
C -5.57203 -0.39505 -5.17008
I -5.32114 1.73143 -5.66576
C -4.49025 -1.11208 -4.38883
C -3.09237 -0.58713 -4.42735
C -2.79963 0.48566 -3.36956
B -2.98506 0.14201 -1.84626
O -2.94266 1.15176 -0.90001
O -3.15612 -1.16643 -1.34532
H -4.50243 -2.09048 -4.88039
H -4.96851 -1.27197 -3.38856
H -2.44681 -1.43542 -4.17320
H -3.31942 1.43143 -3.54517
H -1.74033 0.76671 -3.46241
H -2.53880 0.82365 -0.08327
H -4.05094 -1.24709 -1.00104
C -0.43211 0.32356 -7.92678
C -1.42080 1.08703 -7.06294
O -0.74846 2.00933 -6.19641
H 0.26777 -0.22479 -7.29431
H -0.94906 -0.38879 -8.57279
H 0.15000 1.00105 -8.56272
H -1.98568 0.41120 -6.41112
H -2.13468 1.63338 -7.69241
H -0.26306 2.62502 -6.75259
C -0.69545 3.87696 1.49351
C -1.72714 2.98951 2.16667
O -1.67057 1.66124 1.68018
H -0.84562 3.85882 0.41488
H -0.76372 4.91045 1.84007
H 0.31859 3.51978 1.68763
H -2.73272 3.34630 1.94561
H -1.59610 2.99817 3.25731
H -0.78999 1.31099 1.87323
C 0.02065 6.75008 -2.36579
C 0.97142 6.74733 -1.18290
O 1.37160 5.43354 -0.81416
H -0.86105 6.14954 -2.14444
H -0.29755 7.76477 -2.61089
H 0.50020 6.32131 -3.24836
H 0.48379 7.16192 -0.30120
H 1.85244 7.36364 -1.39974
H 1.80895 5.02981 -1.56929
C 2.81220 -0.48619 3.48134
C 1.75144 -0.10148 2.47161
O 0.76832 0.76058 3.04998
H 2.35889 -0.98316 4.34049
H 3.55423 -1.15270 3.04083
H 3.32516 0.40619 3.84510
H 1.21067 -0.97654 2.11557
H 2.20725 0.38881 1.60577
H 1.21839 1.55452 3.36152
C 3.26653 2.80181 7.40438
C 3.86047 2.24339 6.12476
O 3.45554 2.97627 4.96978
H 2.17842 2.81484 7.34143
H 3.56030 2.20177 8.26673
H 3.60405 3.82739 7.57266
H 3.51056 1.22647 5.95598
H 4.95322 2.21520 6.18673
H 3.75485 3.88456 5.06526
C 5.33199 -3.67954 6.76554
C 4.77012 -2.35385 6.28619
O 5.58713 -1.77869 5.26937
H 6.34368 -3.54444 7.15030
H 4.71132 -4.10316 7.55761
H 5.37770 -4.39626 5.94384
H 4.73406 -1.62787 7.09780
H 3.75089 -2.48823 5.90717
H 5.61711 -2.40290 4.53859
C -7.14664 -1.49805 -9.49580
C -7.45131 -2.75825 -8.70596
O -6.31959 -3.26165 -8.01281
H -6.35146 -1.67928 -10.22013
H -8.03308 -1.14537 -10.02715
H -6.81321 -0.70233 -8.82662
H -7.77015 -3.55821 -9.37566
H -8.26419 -2.56923 -7.99572
H -6.03797 -2.59288 -7.37594
C 4.53386 -8.46961 6.75931
C 4.01611 -7.13685 6.25160
O 4.84947 -6.58257 5.23606
H 5.54707 -8.35962 7.14618
H 3.89607 -8.85943 7.55352
H 4.56070 -9.20670 5.95353
H 4.00306 -6.40196 7.05411
H 2.99292 -7.24425 5.87704
H 4.86800 -7.20334 4.50184
*
```

=====

3.
C46H91NO11 | ωB97M-V with the def2-TZVPD basis set

Energy above the lowest of the compared OMol25 structures with the same formula, charge and spin = 0.0 kcal per mole
Kohn-Sham gap = 9.522 eV
E_tot = -73181.6843 eV
Structure (SMILES) = C1CCOC1.C1CCOC1.C1CCOC1.C1CCOC1.C1CCOC1.C1CCOC1.C1CCOC1.C1CCOC1.C1CCOC1.C1CCOC1.C1CCOC1.CC#N

The geometry in ORCA input format:
```
! wB97M-V def2-TZVPD RIJCOSX def2/J DEFGRID3
* xyz 0 1
C 16.23472 -4.06494 3.37727
C 16.50242 -2.61919 3.35270
N 16.74904 -1.49762 3.35028
H 17.20051 -4.34973 2.94534
H 15.40599 -4.38529 2.75561
H 16.08110 -4.25129 4.43905
C 13.01657 -7.64813 5.67258
C 12.34675 -6.60982 4.79808
C 13.24234 -5.36097 4.89143
O 14.48170 -5.78663 5.46257
C 14.21717 -6.95503 6.26376
H 13.33287 -8.48668 5.04284
H 12.25488 -8.06173 6.33117
H 11.39644 -6.28879 5.23176
H 12.12887 -6.78582 3.74450
H 12.71687 -4.63555 5.52021
H 13.41161 -4.82874 3.95576
H 13.95619 -6.57030 7.26012
H 15.10113 -7.56255 6.43893
C 12.79941 2.01452 2.11697
C 11.32049 2.06770 2.49100
C 10.96059 3.55685 2.37416
O 12.15430 4.24561 2.55889
C 13.30820 3.40995 2.53221
H 12.92106 1.85215 1.04228
H 13.37876 1.21361 2.57668
H 11.09642 1.61241 3.46215
H 10.74842 1.38077 1.85829
H 10.21948 3.77930 3.14582
H 10.46926 3.67069 1.39948
H 13.60780 3.36172 3.58410
H 14.03799 3.81610 1.83434
C 12.41212 -0.77452 6.83860
C 13.35080 -0.11244 5.80045
C 13.58170 -1.22892 4.80011
O 12.55859 -2.19868 4.91831
C 11.66806 -1.79064 5.97628
H 11.64587 -0.09187 7.20680
H 12.97481 -1.20261 7.66512
H 14.29277 0.23966 6.22671
H 12.92935 0.82403 5.42525
H 14.61412 -1.56515 4.92007
H 13.46008 -0.87196 3.76697
H 11.45965 -2.67836 6.57489
H 10.81205 -1.30294 5.50710
C 9.00195 -2.25699 -0.99136
C 7.74516 -2.89873 -0.39801
C 8.21372 -4.29896 -0.01370
O 9.41559 -4.57787 -0.75500
C 9.76924 -3.44637 -1.56666
H 9.59082 -1.74423 -0.22890
H 8.76937 -1.49894 -1.74014
H 6.91494 -2.90370 -1.10339
H 7.42961 -2.34247 0.48485
H 7.48382 -5.05812 -0.28726
H 8.45525 -4.28763 1.04964
H 9.49870 -3.64506 -2.60640
H 10.84358 -3.26593 -1.50642
C 16.85373 -2.98450 -0.81427
C 18.15835 -2.47906 -0.23114
C 18.71315 -1.66644 -1.41968
O 18.36202 -2.48889 -2.53198
C 17.32455 -3.42373 -2.20283
H 16.14880 -2.14854 -0.87130
H 16.33295 -3.62999 -0.10522
H 18.86939 -3.26292 0.06686
H 18.23490 -1.92244 0.71188
H 19.79947 -1.63005 -1.41783
H 18.20610 -0.70046 -1.38386
H 17.72590 -4.43735 -2.20156
H 16.53259 -3.27015 -2.93170
C 12.75639 -3.05632 1.99083
C 12.53404 -1.63945 1.44420
C 13.37673 -1.64915 0.18687
O 13.26638 -2.96810 -0.30613
C 13.11384 -3.90493 0.77659
H 11.86564 -3.40267 2.51926
H 13.55458 -3.11541 2.73591
H 12.88872 -0.86996 2.12850
H 11.46424 -1.54137 1.25405
H 14.43228 -1.49390 0.45299
H 13.05838 -0.84261 -0.47569
H 14.10431 -4.36160 0.86830
H 12.39398 -4.69771 0.57112
C 9.17586 -6.12409 2.64466
C 9.27574 -4.81423 3.41630
C 8.12239 -3.99016 2.80450
O 7.14432 -4.94317 2.46608
C 7.73172 -6.17959 2.08233
H 9.37669 -7.04067 3.20387
H 9.97552 -6.11356 1.89820
H 10.16404 -4.17981 3.36503
H 9.05954 -4.96742 4.47597
H 8.42920 -3.46315 1.89362
H 7.72072 -3.34009 3.58043
H 7.84572 -6.27319 0.99926
H 7.14023 -6.98503 2.50408
C 11.27617 -7.05952 -2.69248
C 11.55240 -7.01760 -4.16962
C 13.05091 -7.19151 -4.19798
O 13.53926 -6.46862 -3.03598
C 12.45302 -6.26507 -2.12461
H 11.25954 -8.08457 -2.31294
H 10.30452 -6.63752 -2.42746
H 11.24088 -6.05327 -4.57361
H 11.02200 -7.78909 -4.73116
H 13.42752 -6.82893 -5.16088
H 13.49552 -8.18420 -4.09106
H 12.19371 -5.20330 -2.09960
H 12.65433 -6.63946 -1.11973
C 15.35624 -7.44569 -0.61050
C 14.62055 -8.24503 0.46464
C 14.05722 -7.15858 1.39257
O 14.82503 -5.98570 1.17572
C 15.87372 -6.31938 0.26790
H 14.67999 -6.99438 -1.33773
H 16.14263 -8.05608 -1.04533
H 15.26089 -8.92643 1.03153
H 13.86117 -8.90796 0.04264
H 13.94854 -7.54383 2.40814
H 13.04448 -6.97510 1.00572
H 16.77482 -6.66708 0.79250
H 16.22556 -5.45732 -0.29979
C 14.52846 -1.85408 -4.35861
C 14.09570 -3.28879 -4.04783
C 12.70655 -3.33005 -4.69842
O 12.87349 -2.51990 -5.84600
C 13.60630 -1.33474 -5.46478
H 15.57448 -1.84741 -4.67074
H 14.42679 -1.20920 -3.48306
H 14.08051 -3.49881 -2.97294
H 14.73248 -4.10986 -4.37776
H 11.87961 -3.09073 -4.01993
H 12.46644 -4.34358 -5.02339
H 12.88539 -0.58544 -5.12561
H 14.06632 -0.95654 -6.37420
C 17.57955 1.77736 0.74231
C 16.35083 1.37778 1.54805
C 16.65617 1.90689 2.94336
O 18.07240 2.23316 2.94875
C 18.68990 1.65898 1.79890
H 17.53822 2.84154 0.51082
H 17.69260 1.18301 -0.16361
H 16.03320 0.33913 1.49892
H 15.50646 1.97965 1.19332
H 16.59980 1.10681 3.68413
H 16.08335 2.77543 3.25821
H 18.92429 0.62952 2.09330
H 19.60166 2.12600 1.42912
*
```

=====

4.
C46H66N11O2 | ωB97M-V with the def2-TZVPD basis set

Energy above the lowest of the compared OMol25 structures with the same formula, charge and spin = 33.3 kcal per mole
Kohn-Sham gap = 8.831 eV
E_tot = -69234.3159 eV

The geometry in ORCA input format:
```
! wB97M-V def2-TZVPD RIJCOSX def2/J DEFGRID3
* xyz 1 1
C -2.97209 0.86033 0.84053
O -1.94609 1.20733 0.08353
C -1.13109 0.10233 -0.32047
C -0.11809 0.67633 -1.44247
N 0.66491 -0.31967 -2.22547
H 0.08091 -0.90567 -2.85347
H 1.30291 0.02433 -2.97647
C 1.58691 -1.21467 -1.43947
C 2.74991 -0.51067 -0.61147
O 3.43591 -1.59067 -0.00647
C 4.47291 -1.41367 0.89053
H -3.50409 1.71533 1.45153
H -2.84509 0.10233 1.55153
H -3.83309 0.52433 0.21153
H -1.62809 -0.75467 -0.71847
H -0.48509 -0.10967 0.57953
H 0.42191 1.52233 -1.15447
H -0.62809 1.10233 -2.30747
H 1.93391 -2.10667 -2.22547
H 0.81791 -1.78367 -0.79647
H 2.31291 0.07033 0.14153
H 3.27191 0.40533 -1.02147
H 4.90491 -2.37867 1.14653
H 3.99991 -1.23667 1.74753
H 5.16191 -0.72267 0.54353
N -2.76009 5.59433 -3.12447
C -1.98809 4.92233 -2.18447
C -2.89809 4.25133 -1.42347
C -4.32209 4.56533 -1.91647
C -4.11709 5.41233 -2.96447
H -2.28109 6.03033 -3.89747
H -0.84309 5.13933 -2.18447
H -2.53409 3.44733 -0.56047
H -5.16909 4.00833 -1.29047
H -4.71509 5.94333 -3.47647
N -7.41409 -0.57967 3.02253
C -7.26209 0.63933 2.56653
C -6.05309 1.13733 3.04053
C -5.45709 0.04333 3.91453
C -6.29109 -1.02467 3.72053
H -8.26409 -1.16767 2.92553
H -7.94209 1.37733 1.84853
H -5.58009 2.11233 2.68153
H -4.29209 0.18733 4.46553
H -6.21509 -2.12467 3.98853
N 5.17291 -1.46667 -4.80347
C 4.54891 -2.53067 -5.32247
C 4.02091 -3.20067 -4.36547
C 4.42891 -2.50367 -2.94247
C 5.18091 -1.43967 -3.32247
H 5.62291 -0.65167 -5.57547
H 4.43091 -2.66267 -6.49847
H 3.36991 -3.99267 -4.41147
H 4.36791 -2.89167 -1.97047
H 5.59991 -0.74567 -2.88747
N 0.05591 2.83433 5.70053
C 0.63991 1.60233 5.55953
C 0.20691 0.92733 4.45653
C -0.74009 1.93233 3.82053
C -0.79509 3.08833 4.67153
H 0.03091 3.42833 6.47753
H 1.27691 0.96233 6.29553
H 0.36691 -0.10767 4.25153
H -1.37909 2.08933 2.92053
H -1.45809 4.00033 4.63953
N 2.58991 0.22433 -4.35047
C 1.54591 0.55233 -5.18247
C 0.93991 1.54433 -4.60347
C 1.98491 2.11133 -3.57347
C 3.02991 1.28633 -3.59647
H 3.17091 -0.64767 -4.45447
H 1.22791 -0.08267 -5.93947
H 0.00891 1.94833 -4.95947
H 2.00091 2.87533 -2.83047
H 4.11691 1.34533 -3.32747
N -0.70509 -4.27067 1.14853
C 0.52291 -3.68967 1.20053
C 0.35191 -2.45367 1.79053
C -1.13309 -2.32667 2.30053
C -1.61609 -3.59567 1.89653
H -0.98409 -5.26567 1.12853
H 1.35891 -4.27667 0.70653
H 1.05991 -1.67867 1.80153
H -1.44609 -1.49367 2.76953
H -2.57309 -4.07767 2.07953
N 5.53091 1.10433 4.64453
C 4.98691 -0.17867 4.74853
C 5.72191 -1.03467 3.99753
C 6.86091 -0.22667 3.43553
C 6.61891 1.13533 3.72753
H 5.05991 2.02733 4.80653
H 4.00791 -0.32067 5.41353
H 5.52991 -2.05767 3.88953
H 7.36791 -0.48167 2.64553
H 6.98591 2.05533 3.40353
N -1.84809 -2.30267 -2.87247
C -1.24509 -1.85867 -4.04247
C -0.16709 -2.51767 -4.25547
C -0.05909 -3.57867 -3.11747
C -1.07309 -3.30767 -2.24647
H -2.79109 -1.94167 -2.66347
H -1.94509 -1.08967 -4.69547
H 0.25191 -2.51067 -5.27847
H 0.66191 -4.49367 -2.88147
H -1.31109 -3.65967 -1.19147
N 1.93891 2.18933 2.45053
C 3.18891 1.85133 1.90753
C 3.24091 2.38233 0.66753
C 1.89191 3.08233 0.42253
C 1.12191 2.88833 1.51453
H 1.56691 1.91333 3.31953
H 3.88391 1.49833 2.59353
H 4.12591 2.41333 0.12353
H 1.43091 3.47133 -0.50647
H 0.27391 3.32833 1.83553
N -5.86809 -1.45767 0.70453
C -6.10509 -1.12567 -0.58447
C -5.33609 -2.00567 -1.33847
C -4.66109 -2.95267 -0.38347
C -5.00009 -2.49167 0.87153
H -6.09309 -0.99867 1.60453
H -6.73609 -0.22667 -0.64947
H -5.33109 -1.83867 -2.31747
H -4.03609 -3.71267 -0.57547
H -4.67409 -2.84967 1.93453
*
```

=====

5.
C12H26NO5P2SY | ωB97M-V with the def2-TZVPD basis set

Kohn-Sham gap (alpha / beta) = 6.714 / 4.867 eV
E_tot = -55028.3215 eV

The geometry in ORCA input format:
```
! wB97M-V def2-TZVPD RIJCOSX def2/J DEFGRID3
* xyz 2 1
Y -0.06814 -0.11862 0.75503
P -2.38789 0.25377 0.33058
C -2.18594 0.63427 -1.40380
C -0.95136 1.15515 -1.90630
N 0.18974 0.89160 -1.16580
C 1.40472 1.27806 -1.58376
C 1.56043 1.99734 -2.75796
C 0.43382 2.30310 -3.51990
C -0.80698 1.88551 -3.10217
C 2.56821 0.89628 -0.68123
P 2.24499 -0.61569 0.39738
H -1.70826 2.09673 -3.68370
H 2.55721 2.31550 -3.07910
H 0.54100 2.86611 -4.44895
H 3.47274 0.70382 -1.27230
H 2.78942 1.75551 -0.02378
H -2.34266 -1.42455 -3.28840
H -3.10789 0.89911 -1.93948
H -0.76617 -3.85227 -1.83384
O -2.13181 -2.33255 -3.59082
H -2.78587 -2.60764 -4.27499
H -0.36975 -1.68356 1.22974
O -0.26801 -4.26534 -1.09456
H 0.47302 -3.67830 -0.84521
C 2.71457 -1.99212 -0.72378
H 3.75462 -1.86445 -1.04345
H 2.63239 -2.96402 -0.21419
H 2.08567 -2.03082 -1.62665
C 3.53896 -0.53502 1.67768
H 3.53009 -1.43978 2.30244
H 4.52365 -0.45416 1.20579
H 3.40315 0.33159 2.34313
C -3.10883 1.70521 1.12290
H -4.07869 1.91892 0.67367
H -3.24559 1.53807 2.19544
H -2.46630 2.58575 1.00308
C -3.49370 -1.16164 0.50249
H -3.70079 -1.36385 1.55932
H -4.43835 -0.94697 0.00086
H -3.06581 -2.07417 0.06922
C 1.24097 0.60172 4.42478
S -0.35477 1.21820 3.58331
O -1.34311 0.11097 3.60297
O -0.90693 2.29618 4.33434
O -0.18397 1.69857 1.99533
H 1.02935 0.49509 5.50452
H 2.03892 1.34662 4.28084
H 1.53994 -0.37323 4.00924
*
```

=====

6.
C25H24BN4O3PdS | ωB97M-V with the def2-TZVPD basis set

Energy above the lowest of the compared OMol25 structures with the same formula, charge and spin = 0.0 kcal per mole
Kohn-Sham gap = 6.633 eV
E_tot = -53413.9370 eV

The geometry in ORCA input format:
```
! wB97M-V def2-TZVPD RIJCOSX def2/J DEFGRID3
* xyz -1 1
Pd -0.70502 0.53859 1.52043
C -1.05529 1.68308 5.64712
C -1.14153 1.09715 4.28181
N -0.68768 1.64113 3.21873
N -0.03364 2.84202 3.16122
C 0.43261 3.01304 1.93945
O 0.32856 2.20789 0.93675
C 1.18293 4.27927 1.68702
C 1.38064 5.21608 2.69845
C 2.07608 6.38605 2.43856
C 2.58122 6.63091 1.16784
C 2.38780 5.69847 0.15853
C 1.69227 4.52657 0.41656
C -1.76638 -0.23016 4.03931
C -2.36729 -0.94177 5.06100
C -2.87735 -2.20195 4.80482
C -2.80176 -2.71025 3.52179
C -2.20490 -1.94053 2.53531
N -1.70169 -0.73498 2.77822
H -0.52481 2.62975 5.59560
H -0.53550 0.99928 6.32146
H -2.05599 1.85075 6.05400
H 0.98454 5.00785 3.68228
H 2.22779 7.10915 3.23035
H 3.12612 7.54522 0.96677
H 2.78180 5.88326 -0.83319
H 1.53322 3.78589 -0.35500
H -2.35202 -0.54901 6.06662
H -3.30042 -2.78533 5.61179
H -3.17856 -3.69219 3.27329
H -2.11155 -2.29278 1.51828
C -0.33417 -2.50615 -6.74692
C 0.78932 -2.54425 -5.70185
C 1.49128 -3.90800 -5.76281
C 1.81248 -1.46791 -6.06627
C 0.19972 -2.33242 -4.30500
C -0.75353 -3.23391 -3.82400
C -1.33519 -3.11197 -2.56361
C -0.93177 -2.04977 -1.78829
O -1.32779 -1.68780 -0.53154
B -0.60153 -0.51392 -0.19855
O 0.23015 -0.19621 -1.29516
C 0.00994 -1.14690 -2.24782
C 0.58924 -1.26217 -3.49291
H 0.07529 -2.65593 -7.74942
H -0.84660 -1.54261 -6.72420
H -1.07613 -3.28443 -6.56565
H 1.91842 -4.07078 -6.75586
H 0.79855 -4.72409 -5.55503
H 2.29718 -3.95776 -5.02845
H 2.20284 -1.66181 -7.06754
H 2.65594 -1.46439 -5.37372
H 1.36491 -0.47244 -6.06866
H -1.05827 -4.06550 -4.44736
H -2.07036 -3.82190 -2.20860
H 1.32198 -0.53315 -3.80655
S -0.11920 -1.66595 7.61736
C 0.49941 -1.39503 6.09999
N 0.88369 -1.21530 5.01319
*
```

=====

Which of these has the highest E_tot?
C2H11NO4